Entry from the Open Molecules 2025 dataset: a 8-piece molecular cluster, C19H54O8 overall (the ωB97M-V functional and the def2-TZVPD basis).

Properties
Total energy ... -36955.825 eV
Relative energy (zero: lowest compared OMol25 entry of this formula, charge and spin) ... 57.4 kcal per mole
HOMO level ... -10.0 eV
LUMO energy ... 0.16 eV
F_max ... 2.80 eV/A
Structure (SMILES) ... CC(C)O.CC(C)O.CC(C)O.CC(C)O.CC(C)O.CCO.CO.CO
Net charge ... 0

```
81
Properties=species:S:1:pos:R:3:lowdin_charge:R:1
C -5.2123 -1.6872 3.7773 -0.06
C -5.8346 -1.3147 5.1235 -0.48
C -7.0637 -0.4171 4.9919 -0.06
O -6.2849 -2.5524 5.7122 -0.07
H -4.5219 -2.5215 3.9013 0.08
H -4.7250 -0.8007 3.3714 0.08
H -5.9707 -2.0530 3.0852 0.08
H -5.0281 -0.9460 5.7573 0.13
H -7.8729 -0.9028 4.4465 0.08
H -6.9042 0.5112 4.4434 0.08
H -7.4283 -0.1615 5.9868 0.07
H -6.7036 -2.3330 6.5478 0.08
C 6.3357 -1.3578 0.0077 -0.05
C 6.5404 -2.7929 -0.4567 -0.52
C 7.0934 -2.9007 -1.8509 -0.07
O 7.4331 -3.4352 0.4206 -0.05
H 5.8685 -1.2626 0.9879 0.08
H 5.6861 -0.8738 -0.7216 0.08
H 7.2671 -0.7918 0.0247 0.08
H 5.5804 -3.3088 -0.4347 0.13
H 7.3970 -3.9063 -2.1419 0.08
H 8.0379 -2.3578 -1.8131 0.08
H 6.4354 -2.4772 -2.6097 0.08
H 7.8957 -4.1890 0.0471 0.08
C -1.7790 -2.8256 -7.4097 -0.06
C -0.3043 -2.5432 -7.3273 -0.55
C 0.0889 -1.4499 -6.3728 -0.06
O 0.2616 -3.7416 -6.9021 -0.04
H -2.3441 -2.0320 -7.8987 0.08
H -2.2491 -2.9714 -6.4371 0.08
H -2.0130 -3.6308 -8.1060 0.08
H 0.0141 -2.2957 -8.3399 0.13
H 1.1428 -1.1718 -6.3864 0.08
H -0.2182 -1.7604 -5.3741 0.08
H -0.5122 -0.5790 -6.6342 0.08
H 1.2008 -3.6961 -7.0955 0.09
C 3.9217 3.9165 2.8074 -0.06
C 3.8430 3.2243 4.1812 -0.48
C 4.4147 4.0532 5.3361 -0.05
O 2.4793 2.8438 4.3995 -0.06
H 3.4946 3.2786 2.0336 0.07
H 4.9737 4.0157 2.5399 0.08
H 3.4248 4.8852 2.8607 0.08
H 4.4576 2.3243 4.1609 0.12
H 4.1078 3.5814 6.2696 0.08
H 4.2052 5.1229 5.3275 0.08
H 5.5014 3.9981 5.2719 0.08
H 2.1142 2.3586 3.6559 0.08
C -1.5041 5.8799 -2.5616 -0.05
C -1.0664 4.4448 -2.6301 -0.54
C 0.3964 4.3232 -2.6361 -0.09
O -1.3985 3.7459 -1.4535 -0.05
H -1.1836 6.4633 -3.4248 0.09
H -1.1606 6.2581 -1.5987 0.09
H -2.5929 5.9030 -2.6055 0.08
H -1.4107 3.9117 -3.5163 0.14
H 0.7238 4.6304 -3.6294 0.09
H 0.8284 3.3406 -2.4466 0.08
H 0.9573 4.9437 -1.9372 0.09
H -2.3398 3.7506 -1.2649 0.09
C -3.6409 -5.5971 -1.8337 -0.09
C -2.7039 -5.9974 -0.6862 -0.33
O -2.1682 -7.2571 -0.9784 -0.08
H -4.4907 -6.2793 -1.8072 0.07
H -3.1835 -5.6379 -2.8222 0.07
H -3.9696 -4.5678 -1.6900 0.07
H -3.1499 -6.0158 0.3083 0.11
H -1.8486 -5.3252 -0.6185 0.10
H -1.6282 -7.1255 -1.7612 0.08
C -2.3904 4.7526 4.1409 -0.15
O -1.5646 4.9175 5.3342 -0.12
H -2.6846 3.7144 3.9874 0.07
H -3.3321 5.3009 4.1150 0.07
H -1.8264 5.0977 3.2744 0.07
H -0.8571 4.2865 5.1827 0.06
C 0.2166 -0.6621 0.3315 -0.17
O 0.1896 0.5229 1.1084 -0.12
H -0.6398 -1.3057 0.5330 0.07
H 0.2992 -0.4553 -0.7355 0.08
H 1.1095 -1.2353 0.5811 0.07
H -0.2323 1.2016 0.5764 0.06
```


Entry from the Open Molecules 2025 dataset: one molecule with the formula C4H8ClNO2 (the ωB97M-V functional and the def2-TZVPD basis).

Properties
Total energy ... -22384.882 eV
Relative energy (zero: lowest compared OMol25 entry of this formula, charge and spin) ... 5.1 kcal per mole
HOMO level ... -10.1 eV
LUMO energy ... 0.43 eV
F_max ... 3.35 eV/A
Structure (SMILES) ... CC[C@](N)(Cl)C(=O)O
Net charge ... 0

```
16
Properties=species:S:1:pos:R:3:lowdin_charge:R:1
C -1.1309 -0.8879 1.5013 -0.17
C -1.1059 -0.0406 0.2463 -0.22
C 0.3364 0.0489 -0.4313 -0.75
N 0.1542 0.2591 -1.7667 0.04
Cl 1.0951 -1.6071 -0.1347 0.67
C 1.3109 0.9627 0.3040 -0.50
O 1.3920 0.9650 1.4863 0.13
O 2.2142 1.5991 -0.5648 0.07
H -0.9746 -1.9292 1.2888 0.02
H -0.3128 -0.4107 2.1779 0.10
H -2.0949 -0.8301 2.1091 0.09
H -1.6356 0.8678 0.3526 0.10
H -1.7130 -0.6323 -0.4866 0.11
H -0.6932 -0.0841 -2.1747 0.09
H 0.9617 0.2467 -2.3657 0.09
H 2.1965 1.4727 -1.5421 0.11
```


Entry from the Open Molecules 2025 dataset: one molecule with the formula C5H4N2O (the ωB97M-V functional and the def2-TZVPD basis).

Properties
Total energy ... -10272.900 eV
Relative energy (zero: lowest compared OMol25 entry of this formula, charge and spin) ... 89.1 kcal per mole
HOMO level ... -9.4 eV
LUMO energy ... 0.41 eV
F_max ... 7.16 eV/A
Structure (SMILES) ... C1=c2ocnc2=NC1
Net charge ... 0

```
12
Properties=species:S:1:pos:R:3:lowdin_charge:R:1
C 1.2329 0.0818 -0.5933 -0.02
C -0.1119 0.1560 -0.7414 -0.24
O -1.2425 -0.2294 -1.4930 -0.03
C -2.2868 -0.4783 -0.4221 -0.18
N -2.1108 -0.2918 0.7780 0.19
C -0.5656 0.0871 0.6159 -0.32
N 0.2489 0.2747 1.5016 0.10
C 1.6019 0.4293 0.8743 -0.16
H 2.0046 -0.4102 -1.5155 0.18
H -3.2000 -0.6737 -1.2264 0.19
H 2.2046 -0.4131 1.2816 0.12
H 2.2248 1.4676 0.9402 0.17
```


Entry from the Open Molecules 2025 dataset: C44H36IrN4O3PS as an isolated structure (the ωB97M-V functional and the def2-TZVPD basis).

Properties
Total energy ... -81275.446 eV
Relative energy (zero: lowest compared OMol25 entry of this formula, charge and spin) ... 0.0 kcal per mole
HOMO level (alpha / beta) ... -10.5 / -10.5 eV
LUMO energy (alpha / beta) ... -3.22 / -4.70 eV
F_max ... 0.67 eV/A
Spin multiplicity ... 2
Net charge ... +1
Expectation value of S² ... 0.76

```
90
Properties=species:S:1:pos:R:3:lowdin_charge:R:1
Ir 0.0695 -0.5006 -0.2878 1.20
N -3.8483 -1.7198 1.1012 0.11
C -2.7570 -1.1880 0.5295 -0.76
S -1.2657 -2.0947 0.7353 0.74
N -2.9101 -0.0738 -0.1377 0.07
N -1.7552 0.3763 -0.6914 -0.11
C -1.7658 1.4066 -1.4662 -0.17
C -2.9945 2.1638 -1.7930 -0.18
C -3.7367 2.7586 -0.7768 -0.03
C -4.8820 3.4729 -1.0862 -0.06
C -5.3020 3.5803 -2.4057 -0.07
C -4.5747 2.9733 -3.4183 -0.06
C -3.4184 2.2700 -3.1146 -0.04
C -0.4497 1.7532 -2.0343 -0.19
C -0.2640 2.8349 -2.8774 0.02
C 0.9918 3.0745 -3.4094 -0.01
C 2.0307 2.2154 -3.0992 -0.01
C 1.7890 1.1621 -2.2388 -0.07
N 0.5886 0.9439 -1.7021 -0.03
H -3.7751 -2.5192 1.7032 0.09
H -4.7147 -1.2099 1.0582 0.12
H -3.4205 2.6423 0.2503 0.10
H -5.4554 3.9387 -0.2955 0.11
H -6.2010 4.1332 -2.6434 0.11
H -4.9068 3.0450 -4.4453 0.11
H -2.8526 1.7908 -3.9052 0.12
H -1.1002 3.4796 -3.1029 0.12
H 1.1517 3.9198 -4.0648 0.12
H 3.0242 2.3540 -3.4998 0.12
H 2.5774 0.4793 -1.9607 0.11
C -2.6460 -1.1980 5.0762 -0.06
O -3.0683 0.1264 4.7904 -0.06
C -2.3684 0.8249 3.8737 -0.27
C -2.7950 2.1382 3.6424 0.01
C -2.1189 2.9070 2.7283 -0.03
C -1.0412 2.4181 1.9702 -0.11
C -0.3068 3.3037 1.0410 -0.38
C -0.7234 4.7553 0.9333 0.00
O 0.5956 2.8955 0.3281 0.05
C -0.6523 1.0808 2.1933 -0.31
O 0.2978 0.4610 1.4899 -0.29
C -1.2932 0.3084 3.1689 0.03
H -3.3149 -1.5666 5.8476 0.10
H -1.6182 -1.2114 5.4452 0.10
H -2.7197 -1.8359 4.1912 0.08
H -3.6332 2.5279 4.2024 0.12
H -2.4424 3.9291 2.5840 0.11
H -0.7845 5.2382 1.9077 0.09
H -1.7040 4.8339 0.4608 0.08
H 0.0055 5.2701 0.3130 0.09
H -0.9356 -0.6998 3.3140 0.09
C 1.9455 -3.7485 4.1735 -0.07
C 1.4461 -4.3602 3.0315 -0.07
C 1.5154 -3.7092 1.8102 -0.12
C 2.0943 -2.4430 1.7272 -0.34
C 2.5903 -1.8304 2.8743 -0.07
C 2.5158 -2.4860 4.0943 -0.06
P 2.0541 -1.5616 0.1503 0.97
C 3.4928 -0.4624 0.1227 -0.36
C 4.6968 -0.8232 -0.4789 -0.07
C 5.7551 0.0733 -0.5024 -0.06
C 5.6164 1.3298 0.0709 -0.06
C 4.4158 1.6954 0.6643 -0.05
C 3.3518 0.8072 0.6887 -0.11
C 2.1560 -2.7725 -1.1697 -0.30
C 3.1212 -3.7421 -1.2747 -0.08
C 3.1132 -4.6267 -2.3688 -0.05
C 2.1357 -4.5254 -3.3202 -0.01
C 1.1037 -3.5627 -3.2190 -0.16
C 0.0572 -3.4888 -4.1711 -0.03
C -0.9505 -2.5873 -4.0050 -0.06
C -0.9666 -1.7194 -2.8875 -0.10
C 0.0321 -1.7314 -1.9497 -0.31
C 1.1010 -2.6704 -2.1196 -0.19
H 1.8951 -4.2599 5.1258 0.11
H 1.0055 -5.3466 3.0904 0.11
H 1.1238 -4.1897 0.9212 0.10
H 3.0382 -0.8466 2.8197 0.11
H 2.9101 -2.0106 4.9825 0.11
H 4.8102 -1.7923 -0.9455 0.09
H 6.6876 -0.2105 -0.9719 0.11
H 6.4437 2.0271 0.0483 0.11
H 4.2982 2.6800 1.0974 0.11
H 2.4038 1.1117 1.1153 0.08
H 3.8835 -3.8439 -0.5110 0.12
H 3.8796 -5.3853 -2.4505 0.11
H 2.1278 -5.2036 -4.1650 0.12
H 0.0653 -4.1660 -5.0160 0.12
H -1.7594 -2.5385 -4.7227 0.11
H -1.8118 -1.0494 -2.7821 0.09
```


Entry from the Open Molecules 2025 dataset: C2H6CsO2 as an isolated structure (the ωB97M-V functional and the def2-TZVPD basis).

Properties
Total energy ... -6808.529 eV
Relative energy (zero: lowest compared OMol25 entry of this formula, charge and spin) ... 69.2 kcal per mole
HOMO level (alpha / beta) ... -6.0 / -6.0 eV
LUMO energy (alpha / beta) ... -1.07 / -1.09 eV
F_max ... 8.07 eV/A
Spin multiplicity ... 2
Net charge ... 0
Expectation value of S² ... 0.75

```
11
Properties=species:S:1:pos:R:3:lowdin_charge:R:1
C -1.9397 -1.2176 -0.1392 -0.07
C -2.0791 0.2643 -0.1676 -0.16
O -0.9462 0.9929 -0.0418 -0.23
H -2.8717 -1.6977 -0.4677 0.08
H -1.1230 -1.5608 -0.7981 0.09
H -1.7258 -1.5954 0.8824 0.10
H -3.0194 0.7409 0.1407 0.12
H -0.3428 2.8749 -0.8857 0.12
Cs 2.3970 0.7419 1.0101 0.87
O 5.4319 0.4298 0.0482 -0.71
H 6.2188 0.0269 0.4185 -0.20
```


Entry from the Open Molecules 2025 dataset: one molecule with the formula C6H11N3O (the ωB97M-V functional and the def2-TZVPD basis).

Properties
Total energy ... -12912.268 eV
Relative energy (zero: lowest compared OMol25 entry of this formula, charge and spin) ... 156.3 kcal per mole
HOMO level (alpha / beta) ... -7.9 / -7.9 eV
LUMO energy (alpha / beta) ... 0.64 / 0.64 eV
F_max ... 3.74 eV/A
Structure (SMILES) ... C=C=NN(N=O)C(C)(C)C
Net charge ... 0

```
21
Properties=species:S:1:pos:R:3:lowdin_charge:R:1
C 3.6872 -0.8747 -0.4690 0.01
C 2.4686 -0.4967 -0.1445 -0.14
N 1.1837 -0.7300 -0.1720 0.11
N 0.4452 0.2785 0.2258 -0.18
N 1.0216 1.2956 0.7614 0.01
O 2.2996 1.3236 0.7609 -0.03
C -0.9763 0.2493 0.0986 -0.51
C -1.3552 -0.8209 -1.1030 -0.04
C -1.4395 -0.3557 1.4286 -0.04
C -1.6363 1.5792 -0.3150 -0.03
H 4.6106 -0.6469 0.0100 0.05
H 3.7230 -1.5529 -1.2617 0.04
H -1.1412 -1.8893 -0.6887 0.09
H -2.4221 -0.8552 -1.1141 0.05
H -0.7487 -0.7199 -2.1174 0.12
H -0.7948 -1.1980 1.6615 0.09
H -2.4481 -0.5516 1.5538 0.06
H -1.2126 0.3201 2.2583 0.09
H -1.3880 1.5563 -1.3328 0.05
H -2.7095 1.5819 -0.2426 0.08
H -1.1672 2.5072 0.2019 0.11
```


Q: Which of these has the highest net charge?
A: C44H36IrN4O3PS


Q: Which of these has the lowest F_max?
A: C44H36IrN4O3PS